(1)
C26H54AlBCaClLiN7O9PS2 | wB97M-V/def2-TZVPD

```
104
Properties=species:S:1:pos:R:3:mulliken_charge:R:1
C 5.75056 0.92867 1.88126 -0.9946
C 6.04222 0.94716 0.29248 0.1494
C 5.89303 -0.49358 -0.40800 0.0588
C 4.38721 -1.13285 -0.24346 -0.5351
N 3.68251 -1.36275 -1.55137 -1.3391
B 2.40939 -0.51898 -1.68990 1.0746
C 3.00968 1.00524 -1.87896 -0.5942
C 2.63014 2.05280 -0.72359 0.3021
C 3.03626 3.54906 -1.23654 -0.6595
S 2.69450 4.84781 0.05647 -0.0580
C 1.15516 5.80407 -0.42769 -0.0835
S 0.98159 6.53981 -1.92585 -0.1429
N 0.10955 5.86428 0.64421 0.2627
C 0.24580 6.70017 1.84754 -0.1338
C -1.04326 6.40362 2.68784 -0.3826
N -1.87815 5.44373 1.95617 -0.5607
C -1.13895 5.14024 0.75998 -0.1046
O 1.47704 -0.82643 -0.60337 -0.7008
C 0.04385 -0.92697 -0.91200 -0.3422
C -0.70172 -2.27937 -0.38932 -1.0765
C -2.29671 -2.15131 -0.56375 -0.2902
C -3.12360 -2.06216 0.81497 -0.7316
C -3.97602 -0.67703 0.80482 -0.3416
O -5.18377 -0.75864 -0.01220 -0.4003
C -5.80790 0.53338 0.16140 0.3319
O -5.80645 1.42171 -0.72986 -0.4568
N -0.45785 0.31610 -0.21088 0.1254
C -0.37869 0.17003 1.27150 0.2122
C 0.12544 1.47101 2.06593 0.0876
C -1.07044 2.23110 2.85772 -1.0973
C 0.13232 -0.81097 -2.55253 0.7157
C -0.28302 -2.07414 -3.45539 -0.4331
N -1.74206 -2.19212 -3.75577 -0.5999
P -0.60349 0.74111 -3.39213 -0.0162
N -0.02207 0.74326 -5.09094 -0.6827
O -0.01101 2.19624 -2.69189 -0.2746
O 1.56661 -0.68108 -2.89141 0.0042
H 5.11759 1.84549 2.20153 0.2341
H 6.69919 0.96020 2.52940 0.2990
H 5.16588 -0.02906 2.15985 0.2266
H 7.15683 1.24402 0.17089 0.4667
H 5.40189 1.77072 -0.16875 -0.4240
H 6.23816 -0.47763 -1.51482 0.3683
H 6.65131 -1.19496 0.13304 -0.3436
H 3.82537 -0.39207 0.43821 -0.1478
H 4.49935 -2.14212 0.29895 0.2493
H 3.51185 -2.37325 -1.73623 0.6372
H 2.59623 1.41319 -2.88425 0.3091
H 4.16450 1.03426 -2.00422 0.2812
H 1.49578 2.07319 -0.59072 -0.0745
H 3.12574 1.79497 0.28122 0.1343
H 4.17477 3.51009 -1.42153 0.2537
H 2.51785 3.81578 -2.22108 0.3129
H 1.11044 7.39756 2.12940 0.3314
H -1.26134 6.86931 3.70599 0.3003
H -1.45320 4.40330 -0.05116 0.3850
H -0.46623 -2.49451 0.72370 0.5718
H -0.28847 -3.20307 -0.95363 0.2866
H -2.50521 -1.16067 -1.12931 0.0805
H -2.63477 -3.05259 -1.19575 0.3415
H -2.43056 -2.08200 1.72066 0.3289
H -3.91062 -2.89833 0.81967 0.4576
H -3.34577 0.20725 0.40152 0.3484
H -4.28878 -0.38653 1.87801 0.1589
H -6.31297 0.84341 1.15873 0.1810
H -1.39674 0.57906 -0.54445 0.4425
H -1.45673 -0.04023 1.64546 -0.4309
H 0.26213 -0.71018 1.62838 0.2715
H 0.70183 2.23120 1.44067 -0.2317
H 0.85200 1.11014 2.89435 0.2596
H -1.92126 2.47285 2.11273 0.1894
H -0.61838 3.21736 3.24866 0.3139
H -1.45308 1.63478 3.75879 0.3375
H 0.08050 -3.08648 -3.06764 0.1517
H 0.24384 -1.92429 -4.48152 0.2058
H -2.08469 -3.15662 -3.68473 0.3237
H -2.31922 -1.52506 -3.23176 0.3077
H 0.74733 0.06887 -5.21626 0.2716
H 0.28084 1.71518 -5.25659 0.2869
H 0.32237 2.83227 -3.36188 0.1857
Ca 3.69712 -2.00891 -3.68859 0.8762
C -7.89104 -1.57552 2.54355 -0.7113
C -6.76149 -1.03638 3.35592 0.5751
N -5.85674 -0.60548 3.99998 -0.3520
H -8.43308 -2.33449 3.11834 0.3193
H -8.57742 -0.76846 2.27666 0.3981
H -7.50347 -2.03201 1.63013 0.2084
C 8.94856 -2.61279 1.36752 -0.5422
O 8.66119 -2.59866 0.07386 -0.4360
H 9.45462 -3.51781 1.76020 0.3082
H 9.61738 -1.81655 1.74368 0.2313
H 8.09811 -2.52606 2.07333 0.2326
C -7.29763 -5.21549 2.20619 -0.4840
O -8.05989 -4.55318 3.07084 -0.6437
H -6.27972 -5.49855 2.54309 0.2604
H -7.67529 -6.18569 1.84261 0.3020
H -7.06198 -4.70934 1.24145 0.2184
Al -6.11720 -0.64409 6.15343 0.5669
O -6.66417 -5.85600 -0.20578 -0.5297
H -7.30510 -5.91699 -0.90323 -0.3071
O 6.15270 1.38161 -2.71411 -0.6993
H 6.56152 2.00317 -2.11588 0.2129
Cl 2.18064 -4.95110 -2.75150 -0.6662
Li -8.53089 -5.23827 -2.15076 0.9298
```

* largest force on an atom: 5.5 eV/Å
* net charge: 0
* HOMO: -5.7527 eV
* calculated total energy: -126072.474 eV

***

(2)
C26H54BeBr4Cl2F4MgN4O10P2S3 | wB97M-V/def2-TZVPD

```
111
Properties=species:S:1:pos:R:3:mulliken_charge:R:1
C 2.26529 2.11458 4.81254 -1.0287
C 2.16382 0.97233 5.86629 -0.4537
N 1.28728 -0.14122 5.37841 0.2270
C 0.39402 -0.55855 6.45176 -0.9798
C -0.66448 -1.50179 5.86766 -0.5958
C 2.07602 -1.19717 4.95017 0.0898
S 2.38811 -2.58402 5.83520 -0.3026
S 2.77074 -0.99393 3.36611 -0.0933
C 3.47489 -2.59838 2.84067 -0.0106
C 3.81905 -2.52679 1.33875 -1.5994
C 2.69522 -3.27373 0.55614 -0.0040
N 2.53611 -2.66955 -0.75160 0.2858
C 3.44566 -2.55631 -1.67921 -0.6945
N 2.91919 -1.87386 -2.67768 -0.0080
P 3.62326 -1.32178 -4.19213 -0.0837
C 5.43844 -0.97751 -4.00779 -0.2704
C 5.64998 0.55455 -4.07446 -1.1790
C 3.25257 -2.48892 -5.58415 -0.6497
C 2.74625 -1.66513 -6.80643 -1.0603
C 1.60375 -1.53679 -2.39390 0.1401
C 0.66240 -0.72719 -3.25804 -1.0807
C 0.65893 0.74288 -2.71708 -0.4933
C 0.12808 1.73768 -3.77220 -0.3592
C -0.43266 2.98576 -3.02803 0.5217
S -0.28091 4.50309 -4.03256 1.2193
O 0.81973 5.18647 -3.48170 -0.5505
O -0.19307 4.20517 -5.48911 -0.6076
O -1.56277 5.45843 -3.82230 -0.3556
C 1.37904 -2.06867 -1.15914 -0.0384
C 0.05649 -1.96834 -0.44448 0.6483
C -0.52411 -3.33833 0.04650 -1.0372
F 0.08961 -1.02793 0.55955 -0.3196
H 3.27818 2.14743 4.40509 0.2719
H 1.60126 1.84599 3.98783 0.2521
H 2.00033 3.08290 5.23615 0.3568
H 3.14922 0.55178 6.10096 0.3123
H 1.79776 1.41468 6.79315 0.5316
H 0.89537 -0.95043 7.34675 0.4378
H -0.15399 0.32730 6.79151 0.5537
H -1.29394 -1.84998 6.70245 0.2798
H -1.31510 -0.96126 5.18051 0.2821
H -0.22767 -2.39168 5.41481 -0.0185
H 4.37161 -2.85672 3.43597 -0.2509
H 2.73242 -3.38680 3.02914 0.7264
H 3.90400 -1.47977 1.08068 0.6845
H 4.74841 -3.10594 1.16355 0.4942
H 2.92617 -4.33577 0.45141 0.1701
H 1.75300 -3.17344 1.10409 -0.3499
H 4.46702 -2.91447 -1.63465 0.8782
H 5.84294 -1.39120 -3.07683 0.2676
H 5.92710 -1.41281 -4.88635 0.4112
H 6.56664 0.82994 -4.60327 0.3664
H 5.67734 0.97610 -3.06648 0.3138
H 4.83902 1.04848 -4.62028 0.2965
H 4.06304 -3.17090 -5.85366 0.5771
H 2.40046 -3.10912 -5.27452 0.2969
H 1.65668 -1.56917 -6.79033 0.2781
H 3.14073 -0.64725 -6.72851 0.2893
H 3.03650 -2.13242 -7.74747 0.3292
H -0.35157 -1.13935 -3.20995 0.4419
H 0.96794 -0.75542 -4.30632 0.1564
H 1.70640 0.97936 -2.49376 0.3600
H 0.12931 0.75166 -1.75698 0.3961
H 0.99921 2.01679 -4.37352 0.4776
H -0.62833 1.30289 -4.43600 0.2732
H -1.44687 2.71223 -2.70472 -1.1089
H 0.21534 3.16043 -2.16815 0.7023
H -2.33886 4.97921 -4.14904 0.3251
H -0.65376 -1.58748 -1.18379 0.0959
H 0.05135 -4.16791 -0.37468 0.3142
H -0.50355 -3.40807 1.22072 -0.0935
H -1.57859 -3.36946 -0.24625 0.4263
C -3.55709 4.94092 -0.04085 -1.2633
C -2.32415 4.08998 -0.28363 0.6177
O -2.37685 2.82004 0.27568 -0.4131
C -3.14645 1.83017 -0.50054 0.0220
O -2.78195 1.79004 -1.79352 -0.8004
C -4.68176 1.98589 -0.33610 0.6691
F -5.01111 2.34359 0.92026 -0.2663
F -5.29937 0.80632 -0.55753 -0.2868
F -5.26249 2.88462 -1.15835 -0.2574
H -3.94930 4.86931 0.97178 0.3545
H -3.27905 5.99167 -0.24582 0.4557
H -4.35501 4.65838 -0.73503 0.2758
H -1.47881 4.59835 0.18923 0.4128
H -2.08808 4.03755 -1.34941 -0.3758
H -2.95644 0.93026 0.09075 0.0381
Be -4.27575 6.59159 -1.65972 0.2862
O -6.38706 6.44934 0.82592 -0.4162
P -7.71298 6.99784 0.30174 0.8416
O -7.64753 8.51983 0.29701 -0.4572
O -8.86824 6.57064 1.19540 -0.4685
O -7.95115 6.46817 -1.10903 -0.4743
Mg 4.75361 -3.54157 5.25793 0.1071
Br 6.11974 -2.03414 -0.07541 -0.6757
O -2.04178 -4.18312 6.07295 -0.2365
H -2.96559 -4.24409 5.74647 0.3577
H -1.42472 -4.70286 5.50839 0.3857
H -1.97950 -4.44865 7.01274 0.3829
Cl 0.49295 6.03614 -6.35315 -0.1967
N -3.30128 1.23882 -4.32111 -0.2473
H -3.09977 0.87041 -3.36952 0.2394
H -3.07117 0.53187 -5.01933 0.4151
H -4.29191 1.47993 -4.39090 0.4132
H -2.73444 2.07264 -4.48277 0.1294
C -4.09163 -7.61418 6.39794 -0.3158
Br -2.88679 -8.12307 4.98579 0.0456
Br -3.13371 -7.10880 7.99373 -0.0165
Br -5.29374 -6.21170 5.83907 -0.0025
H -4.69110 -8.48037 6.64278 0.3282
Cl -0.00701 -3.43710 2.99913 -0.6891
```

* largest force on an atom: 2.8 eV/Å
* net charge: 0
* HOMO: -5.6498 eV
* calculated total energy: -427268.770 eV

***

(3)
C26H54N4O7PTi | wB97M-V/def2-TZVPD

```
93
Properties=species:S:1:pos:R:3:mulliken_charge:R:1
Ti 0.33945 -0.38834 0.04936 -2.0632
C -3.19862 0.41998 2.87473 -1.7485
C -2.51989 0.40856 1.50829 0.5500
C -2.43869 1.86964 0.96908 -2.1923
C -2.74174 2.24212 -0.51947 1.4623
C -2.60725 3.74087 -0.71553 -1.8878
C -4.12896 1.75954 -0.93462 -1.7703
N -1.77440 1.49028 -1.51809 0.5497
C -0.58758 2.10710 -2.24102 -1.2395
C 0.63926 1.17247 -2.48551 -0.9057
N 1.53024 0.94932 -1.27860 1.2873
C 1.78368 2.27580 -0.66344 -1.1983
C 0.74642 2.50850 0.37863 0.4044
O 0.38745 3.53182 0.85318 -0.4877
O 0.23187 1.28912 0.72288 0.5686
C 2.91125 0.32997 -1.47998 -0.4788
C 3.01374 -0.55104 -2.70810 -1.8694
C 3.44412 -0.43830 -0.20271 -1.4110
C 3.02919 -0.34870 1.32200 1.4689
C 3.11873 1.01552 2.00373 -1.8485
C 3.99898 -1.29180 2.04332 -1.4223
N 1.62459 -1.00880 1.48807 0.6401
C 0.92701 -1.02718 2.83039 -1.0530
C -0.43392 -0.29885 2.85530 -0.9614
N -1.23593 -0.48521 1.60251 0.7873
C -1.70311 -1.86808 1.35103 -0.4782
C -2.00460 -1.91375 -0.14423 0.4707
O -2.86506 -2.49577 -0.69655 -0.5066
O -1.11657 -1.05642 -0.81784 -0.7114
H -4.22496 0.76391 2.75127 0.5260
H -2.70175 1.10320 3.56489 0.4538
H -3.24708 -0.56894 3.33090 0.3176
H -3.16878 -0.15388 0.83446 0.4102
H -1.55018 2.38058 1.32520 0.2112
H -3.25775 2.38236 1.47912 1.0345
H -3.41884 4.22910 -0.17574 0.5009
H -2.71486 4.01776 -1.76594 0.4225
H -1.67171 4.13774 -0.32145 0.3977
H -4.87135 2.14664 -0.23829 0.4088
H -4.21594 0.66886 -0.94350 0.4040
H -4.38936 2.13191 -1.92806 0.5246
H -1.46200 0.71665 -0.95046 -0.3889
H -2.37107 1.05239 -2.22264 0.6344
H -0.32167 3.02406 -1.72606 0.4557
H -0.94747 2.40456 -3.22323 0.6347
H 1.21699 1.66087 -3.27236 0.7934
H 0.31375 0.20739 -2.87758 0.1916
H 1.80712 3.07101 -1.40784 0.4526
H 2.74888 2.27471 -0.16309 0.5647
H 3.57442 1.17626 -1.65641 0.9506
H 2.31199 -1.38172 -2.70130 0.1782
H 4.02370 -0.96164 -2.74772 0.4784
H 2.87068 0.02070 -3.62516 0.4764
H 4.51271 -0.21683 -0.18542 0.7114
H 3.38779 -1.49720 -0.44729 0.1127
H 3.91472 1.60256 1.54385 0.4238
H 3.40308 0.89153 3.04848 0.4958
H 2.20183 1.59907 2.00224 0.5014
H 5.00715 -0.87938 1.99725 0.5210
H 4.01496 -2.28402 1.58816 0.2076
H 3.73345 -1.38756 3.09682 0.4269
H 1.84929 -1.98117 1.27081 0.0999
H 1.55999 -0.57056 3.58956 0.5194
H 0.79499 -2.07016 3.11262 0.5345
H -0.28564 0.77114 2.97017 0.4674
H -0.96954 -0.65799 3.73445 0.6901
H -2.62148 -2.14481 1.87004 0.5809
H -0.93333 -2.60437 1.59383 0.4558
C 1.57773 -3.72997 -4.68956 -1.3954
C 1.52554 -4.19303 -3.26167 0.2126
O 0.96275 -3.09647 -2.43779 -0.2290
P 0.94503 -2.96222 -0.88136 1.1896
O -0.09446 -3.99837 -0.31105 -0.0536
C -0.98862 -4.94735 -1.02167 -0.3217
C -0.50568 -6.35995 -0.83907 -1.3567
O 2.30957 -3.42662 -0.22594 -0.3092
C 2.80405 -4.81696 -0.08040 0.0220
C 4.25827 -4.86057 -0.45954 -1.1943
H 1.94645 -4.54578 -5.31213 0.4302
H 2.25326 -2.88349 -4.81062 0.3154
H 0.58627 -3.45529 -5.04782 0.3489
H 2.51484 -4.42333 -2.86767 -0.0466
H 0.87676 -5.05797 -3.13987 0.3186
H -1.03846 -4.63679 -2.06398 0.4259
H -1.96676 -4.80179 -0.57609 0.4625
H 0.40179 -6.57474 -1.40384 0.2765
H -1.28178 -7.03888 -1.19556 0.4496
H -0.33048 -6.57945 0.21392 0.3399
H 2.19030 -5.46642 -0.70036 0.0149
H 2.64356 -5.08867 0.96073 0.3253
H 4.41121 -4.63125 -1.51475 0.2729
H 4.64397 -5.86388 -0.27492 0.4755
H 4.84631 -4.16462 0.13911 0.2880
```

* largest force on an atom: 1.4 eV/Å
* net charge: +3
* HOMO: -18.1481 eV
* relative energy (zero: lowest compared OMol25 entry of this formula, charge and spin): 0.0 kJ/mol
* calculated total energy: -80513.989 eV

***

(4)
C26H55BN8O2RhSbSi3 | wB97M-V/def2-TZVPD

```
97
Properties=species:S:1:pos:R:3:lowdin_spin:R:1
Rh -1.69478 -0.76176 0.64268 2.4984
C 0.08932 -3.54198 -0.92828 0.0010
C 0.78359 -2.85171 0.19003 0.0156
C 1.93241 -3.24141 0.87321 0.0054
C 2.08960 -2.31677 1.89391 0.0076
C 3.15753 -2.28899 2.92194 0.0015
N 1.09243 -1.41623 1.79304 0.0020
N 0.30832 -1.73160 0.74205 0.1065
B 0.62213 -0.49064 2.93451 0.0017
N -0.65572 -1.13608 3.51053 0.0043
N -1.71228 -1.38722 2.72638 0.1254
C -2.67610 -1.94746 3.46108 0.0249
C -3.97284 -2.33456 2.85457 0.0028
C -2.21664 -2.06639 4.77066 0.0091
C -0.92947 -1.54141 4.76690 0.0226
C 0.02715 -1.42773 5.88953 0.0043
N 0.21174 0.89663 2.42408 0.0039
N -0.76107 1.04442 1.50726 0.1243
C -1.16600 2.31304 1.51348 0.0191
C -2.32741 2.76497 0.70461 0.0022
C -0.39144 3.02247 2.43171 0.0055
C 0.45416 2.08724 3.01083 0.0103
C 1.43514 2.30102 4.10333 0.0021
H 0.73313 -4.30164 -1.36397 0.0001
H -0.80289 -4.04069 -0.54557 0.0003
H -0.20164 -2.81695 -1.68860 0.0005
H 2.55602 -4.08922 0.68003 0.0007
H 3.94873 -2.97592 2.63865 0.0001
H 3.57882 -1.29318 3.04048 0.0002
H 2.75777 -2.60478 3.88441 0.0004
H 1.45789 -0.40407 3.75368 -0.0002
H -3.89437 -2.23408 1.76925 0.0017
H -4.23472 -3.35984 3.10661 0.0004
H -4.76925 -1.68349 3.21202 0.0003
H -2.74036 -2.47771 5.60854 0.0009
H -0.42782 -1.80241 6.80117 0.0002
H 0.92803 -2.00274 5.68513 0.0010
H 0.31988 -0.39135 6.03890 0.0010
H -2.90762 1.89401 0.40144 0.0014
H -2.95866 3.41109 1.31183 -0.0003
H -2.01985 3.32428 -0.17655 0.0000
H -0.46353 4.06321 2.67172 0.0008
H 1.72125 3.34860 4.14315 0.0002
H 0.98424 2.04120 5.06078 0.0006
H 2.32260 1.68868 3.97630 0.0002
C -6.88097 -1.29953 -1.21879 0.0009
O -5.96882 -0.50944 -0.46457 0.0020
C -4.66458 -0.67222 -0.54101 0.0068
O -3.92210 -0.05813 0.20474 0.0417
N -4.16585 -1.53502 -1.47521 0.0035
N -2.77296 -1.74865 -1.52035 0.0482
H -7.86327 -1.06216 -0.81556 0.0000
H -6.68851 -2.36414 -1.07919 0.0001
H -6.85713 -1.03777 -2.27917 0.0001
H -4.74619 -1.95329 -2.19094 0.0006
H -2.35536 -1.26658 -2.31933 0.0033
H -2.58433 -2.74822 -1.60055 0.0009
C -1.27332 3.15976 -3.04889 0.0028
Si 0.48605 3.32341 -2.32617 0.0634
C 1.73828 3.87651 -3.64983 0.0263
C 0.65088 4.47413 -0.81835 0.0012
Sb 0.88520 0.67784 -1.55788 0.5964
Si 3.45319 0.74703 -0.64758 0.0394
C 4.12894 -1.01930 -0.82634 0.0011
C 3.30752 1.37580 1.13696 -0.0010
C 4.40235 1.97623 -1.74751 0.0224
Si 0.96292 -0.69284 -3.93696 0.0677
C -0.84104 -0.92515 -4.53915 -0.0002
C 1.86933 -2.36793 -3.82688 0.0031
C 1.83649 0.51510 -5.11686 0.0397
H -1.71438 4.14244 -3.18763 0.0003
H -1.93772 2.58834 -2.40591 0.0007
H -1.25457 2.67666 -4.02151 0.0001
H 1.52507 4.90831 -3.91832 0.0047
H 1.68855 3.29338 -4.56105 0.0000
H 2.76114 3.84560 -3.29200 0.0000
H 0.46561 5.49865 -1.13089 0.0003
H 1.65209 4.44531 -0.39947 0.0001
H -0.04158 4.24761 -0.01572 -0.0001
H 3.44752 -1.75902 -0.41588 0.0000
H 5.07283 -1.12000 -0.29744 0.0001
H 4.31829 -1.26464 -1.86706 0.0002
H 2.75927 0.67240 1.75256 0.0001
H 2.79054 2.33012 1.18274 0.0001
H 4.28968 1.51524 1.57836 -0.0003
H 4.31155 1.74466 -2.80355 0.0005
H 5.45898 1.93524 -1.50079 0.0035
H 4.07925 2.99964 -1.59048 -0.0001
H -1.27565 -1.86198 -4.20216 0.0000
H -0.85428 -0.95368 -5.62533 0.0000
H -1.48453 -0.10353 -4.23284 0.0001
H 1.19485 -3.18595 -3.59512 0.0000
H 2.65894 -2.36543 -3.08091 0.0003
H 2.32040 -2.59942 -4.78938 0.0007
H 1.18209 1.33055 -5.40734 -0.0002
H 2.12254 -0.00261 -6.02772 0.0062
H 2.73938 0.93584 -4.68725 0.0017
```

* largest force on an atom: 1.6 eV/Å
* net charge: +2
* HOMO (alpha / beta): -13.4531 / -13.4711 eV
* multiplicity: 5
* relative energy (zero: lowest compared OMol25 entry of this formula, charge and spin): 79.6 kJ/mol
* calculated total energy: -77715.769 eV